Below is a 2-piece molecular cluster, C4H14Si3 overall in a non-equilibrium geometry, with properties calculated with ωB97M-V/def2-TZVPD.

- E: -1029.08025 Eh
- Energy relative to the best compared isomer or geometry (same formula, charge and spin): 124.2 kJ/mol
- Orbital gap: 6.10 eV
- M: 146.41 g/mol
- HOMO: -7.22 eV

Each line ends with the Löwdin charge.
CARTESIAN COORDINATES (ANGSTROEM)
Si  2.181  -3.789  0.165  0.6985
H  3.330  -4.684  0.250  -0.2640
H  -0.084  3.246  1.743  0.0159
H  -1.653  3.635  1.355  0.0012
C  0.356  -1.064  1.451  -0.3515
H  1.865  -4.500  -1.054  -0.2533
H  1.010  -1.745  -1.714  -0.0464
C  -1.034  2.791  1.566  -0.2831
H  -0.053  -2.088  1.335  -0.0113
Si  0.480  0.184  -0.100  0.5414
H  -2.062  3.878  -1.147  0.0387
C  0.482  -0.804  -1.750  -0.3217
H  -0.541  3.124  -1.540  0.0344
H  -1.447  2.245  2.374  -0.0103
Si  -1.188  1.586  0.088  0.5486
H  -0.203  -0.504  2.175  -0.0250
H  -1.976  2.314  -2.184  -0.0068
H  1.349  -0.942  1.824  -0.0356
C  -1.629  2.845  -1.298  -0.3041
H  -0.580  -0.952  -2.036  0.0211
H  0.922  -0.254  -2.600  0.0131

Below is C4H15Li3N2O4 as an isolated structure in a non-equilibrium geometry, with properties calculated with ωB97M-V/def2-TZVPD.

- E: -594.05161 Eh
- Energy relative to the best compared isomer or geometry (same formula, charge and spin): 0.0 kJ/mol
- Charge: +2
- Orbital gap: 5.97 eV
- M: 176.00 g/mol
- HOMO: -14.62 eV

Each line ends with the Löwdin charge.
CARTESIAN COORDINATES (ANGSTROEM)
O  -11.108  -34.597  13.657  -0.0214
C  -8.724  -34.315  13.940  -0.0514
H  -5.162  -33.927  12.150  0.0880
H  -7.826  -33.730  13.718  0.0555
H  -6.962  -28.770  8.610  0.1034
C  -7.854  -29.257  10.454  -0.6450
C  -10.018  -33.749  13.363  -0.5013
H  -8.590  -35.361  13.650  0.0859
H  -8.581  -27.781  11.639  0.1245
H  -7.544  -32.172  9.788  -0.0696
H  -7.316  -30.467  8.986  -0.0052
H  -9.848  -34.430  11.386  0.0781
H  -7.927  -27.181  10.169  0.1138
H  -8.988  -32.918  11.661  0.0436
O  -5.695  -33.276  11.674  -0.0936
H  -10.829  -35.514  13.559  0.0923
H  -10.710  -32.778  11.545  0.0882
N  -8.096  -27.960  10.777  0.1891
Li  -6.748  -31.905  7.007  0.8814
N  -7.422  -29.483  9.148  0.1288
Li  -5.537  -32.332  9.944  0.7910
H  -5.988  -32.652  12.356  0.0744
O  -8.050  -30.201  11.202  0.0254
O  -7.190  -32.348  8.901  -0.6266
C  -9.927  -33.454  11.875  -0.0536
H  -10.207  -32.827  13.919  0.1452
Li  -7.826  -34.142  8.287  0.8672
H  -8.775  -34.258  15.029  0.0920

Below is a 2-piece molecular cluster, C4H15N2 overall in a non-equilibrium geometry, with properties calculated with ωB97M-V/def2-TZVPD.

- E: -270.67434 Eh
- Energy relative to the best compared isomer or geometry (same formula, charge and spin): 30.8 kJ/mol
- Charge: +1
- Orbital gap: 11.42 eV
- M: 91.18 g/mol
- HOMO: -14.27 eV

Each line ends with the Löwdin charge.
CARTESIAN COORDINATES (ANGSTROEM)
C  -2.051  -0.339  -0.642  -0.0328
H  2.315  -0.615  0.107  0.0970
H  -2.135  -1.372  -0.313  0.1050
H  -0.717  -0.574  -2.216  0.1681
H  0.432  1.425  -2.112  0.1060
H  -2.919  -0.112  -1.261  0.1066
H  1.514  -2.022  0.117  0.1004
H  0.921  1.482  1.159  0.0566
C  -0.556  1.371  -1.658  0.0030
H  -2.123  0.302  0.236  0.1036
H  -1.331  1.714  -2.336  0.1049
H  1.329  -1.348  2.314  0.1132
N  -0.791  -0.079  -1.336  -0.0721
H  -0.200  -0.912  1.603  0.0934
H  -0.538  1.938  -0.735  0.0896
N  1.384  -1.014  0.207  -0.0195
C  1.150  0.752  1.938  -0.0874
H  0.057  -0.408  -0.756  0.0978
H  2.208  0.876  2.166  0.0821
H  0.536  1.058  2.784  0.0832
C  0.872  -0.700  1.566  -0.2990